Below is C6H14N2 in the gas phase in a non-equilibrium geometry, with properties calculated with ωB97M-V/def2-TZVPD.

Geometry as XYZ:
```
22
Properties=species:S:1:pos:R:3:forces:R:3:nbo_charge:R:1
H 3.935 -0.142 0.826 -0.59 0.17 0.04 0.3172
N 3.055 -0.595 0.507 -0.54 -0.17 -0.18 -0.3537
N 2.085 0.111 0.777 -0.67 -0.72 -0.18 -0.1121
C 0.657 -0.489 0.346 2.59 -0.01 0.52 -0.1024
C 0.804 -1.791 -0.422 0.35 0.02 0.40 -0.6365
C -0.072 0.599 -0.394 -3.06 0.31 0.89 -0.2133
C 0.550 1.985 -0.355 -0.06 -0.10 -0.09 -0.6036
C -1.611 0.698 0.259 2.01 0.22 -1.36 -0.3749
C -2.463 -0.550 0.131 0.19 0.03 0.01 -0.6170
H 0.206 -0.670 1.328 0.07 0.08 -0.07 0.2015
H 1.498 -2.447 0.105 -0.08 -0.05 -0.02 0.2285
H 1.236 -1.610 -1.404 -0.09 0.01 -0.12 0.2125
H -0.146 -2.311 -0.517 -0.15 0.10 -0.11 0.2174
H -0.205 0.295 -1.436 0.01 -0.01 -0.01 0.1963
H 1.524 1.979 -0.841 0.12 0.10 0.13 0.2133
H -0.075 2.695 -0.895 -0.13 -0.01 -0.02 0.2055
H 0.659 2.328 0.671 0.13 0.09 0.01 0.2148
H -2.078 1.521 -0.286 -0.13 0.08 0.12 0.1962
H -1.500 0.995 1.302 0.06 0.06 0.03 0.1936
H -2.055 -1.370 0.718 0.00 -0.13 0.03 0.1991
H -3.477 -0.362 0.487 0.00 -0.01 0.01 0.2138
H -2.526 -0.872 -0.908 -0.03 -0.05 -0.06 0.2039
```
Forces are in eV/Å.

Its strongest force on any atom is 3.20 eV/Å. The energy above the lowest of the compared OMol25 structures with the same formula, charge and spin comes out at 1.821 eV. Its spin multiplicity is 1. Its HOMO-LUMO gap is 9.84 eV. The HOMO energy is -8.638 eV. As for the LUMO energy: 1.20 eV. Its structure (SMILES) is [H]/N=N/[C@H](C)[C@H](C)CC.

Below is C6H14N2O in the gas phase in a non-equilibrium geometry, with properties calculated with ωB97M-V/def2-TZVPD.

Geometry as XYZ:
```
23
Properties=species:S:1:pos:R:3:forces:R:3:nbo_charge:R:1
C 0.404 1.514 1.663 0.26 -0.41 -0.17 -0.6226
C -0.575 0.801 0.747 -1.21 -1.41 -2.11 -0.2029
C -0.973 1.693 -0.422 -0.42 0.64 0.21 -0.6179
C -0.232 -0.742 0.074 0.02 5.19 3.08 0.0331
N -1.345 -1.693 0.029 1.10 0.51 0.08 -0.8356
C 1.021 -1.154 0.772 0.36 -1.73 -1.47 -0.5783
C 0.751 -0.796 -1.004 0.65 -2.08 -0.20 0.5026
N 0.537 -1.670 -2.116 0.18 0.01 0.82 -0.8477
O 1.591 0.269 -1.336 -0.47 -0.35 0.67 -0.7136
H -0.002 2.489 1.962 -0.11 -0.21 -0.10 0.2118
H 1.351 1.708 1.155 0.03 -0.08 0.06 0.2152
H 0.590 0.941 2.573 0.12 0.04 -0.07 0.2112
H -1.477 0.583 1.326 -0.08 -0.01 0.06 0.1852
H -1.613 1.182 -1.144 -0.01 -0.08 0.02 0.1950
H -1.540 2.553 -0.046 0.06 0.06 -0.21 0.1992
H -0.101 2.072 -0.960 -0.04 -0.07 0.12 0.2109
H -1.598 -1.970 0.974 0.05 0.07 -0.17 0.3739
H -2.159 -1.272 -0.413 0.20 0.05 0.13 0.3727
H 0.855 -1.819 1.609 0.17 -1.57 -0.72 0.2114
H 1.938 -0.632 1.002 -0.74 1.39 -0.21 0.2343
H -0.238 -2.295 -1.895 0.17 0.15 -0.03 0.3939
H 1.361 -2.246 -2.277 -0.16 0.22 -0.09 0.3746
H 1.453 0.483 -2.273 -0.12 -0.34 0.29 0.4937
```
Forces are in eV/Å.

Its strongest force on any atom is 6.03 eV/Å. The energy above the lowest of the compared OMol25 structures with the same formula, charge and spin comes out at 4.163 eV. Its spin multiplicity is 1. Its HOMO-LUMO gap is 8.10 eV. The HOMO energy is -7.168 eV. As for the LUMO energy: 0.93 eV. Its structure (SMILES) is CC(C)[C@]1(N)C[C@]1(N)O.

Below is 2 unconnected molecules or ions with the total composition C6H14N2O in a non-equilibrium geometry, with properties calculated with ωB97M-V/def2-TZVPD.

Geometry as XYZ:
```
23
Properties=species:S:1:pos:R:3:forces:R:3:nbo_charge:R:1
C -1.088 -1.912 0.468 0.72 -0.01 -0.23 -0.6637
C -0.689 -0.514 0.835 -2.43 2.15 -2.18 -0.0357
C -0.600 0.558 -0.055 -2.85 -1.64 1.47 -0.1373
C -1.034 0.463 -1.496 0.68 -0.04 -0.09 -0.6395
C -0.762 1.943 0.526 0.62 -0.04 0.03 -0.6326
H -0.677 -2.639 1.168 -0.10 -0.08 0.06 0.2162
H -2.178 -1.997 0.461 0.01 0.02 0.17 0.2346
H -0.758 -2.200 -0.529 -0.01 -0.06 -0.11 0.1968
H -0.922 -0.287 1.871 0.78 0.09 0.06 0.1947
H -1.048 -0.554 -1.887 0.00 -0.04 0.00 0.1997
H -0.348 1.048 -2.114 -0.08 0.03 -0.21 0.2119
H -2.036 0.881 -1.635 0.02 0.00 0.10 0.2124
H -0.115 2.650 0.005 -0.07 0.18 -0.02 0.2200
H -1.799 2.288 0.457 0.04 -0.04 -0.14 0.2069
H -0.489 1.969 1.582 0.05 -0.03 0.03 0.2085
N 1.889 -0.785 -0.981 -0.98 0.57 -0.25 -0.8433
C 1.729 0.321 -0.122 4.18 -1.73 2.18 0.8175
N 1.546 -0.171 1.275 0.96 0.80 -0.09 -0.9133
O 2.344 1.361 -0.316 -1.99 -0.39 -0.10 -0.5993
H 2.198 -0.504 -1.901 0.02 0.17 -0.02 0.3889
H 1.069 -1.368 -1.058 0.02 -0.16 0.14 0.3766
H 1.904 -1.090 1.521 0.32 0.36 -0.65 0.3913
H 1.863 0.539 1.925 0.08 -0.14 -0.13 0.3888
```
Forces are in eV/Å.

Its strongest force on any atom is 5.02 eV/Å. The energy above the lowest of the compared OMol25 structures with the same formula, charge and spin comes out at 2.852 eV. Its spin multiplicity is 1. Its HOMO-LUMO gap is 8.16 eV. The HOMO energy is -7.544 eV. As for the LUMO energy: 0.61 eV. Its structure (SMILES) is CC=C(C)C.NC(N)=O.

Below is C6H14N2O in the gas phase in a non-equilibrium geometry, with properties calculated with ωB97M-V/def2-TZVPD.

Geometry as XYZ:
```
23
Properties=species:S:1:pos:R:3:forces:R:3:nbo_charge:R:1
C 2.791 -0.191 0.621 0.77 0.50 -0.85 -0.4627
N 1.556 -0.685 0.087 -0.20 -0.62 -0.87 -0.1358
O 1.168 -0.415 -1.539 1.72 -0.50 1.17 -0.4310
C 0.645 0.224 -0.468 -3.41 0.33 1.71 0.4727
N 0.885 1.626 -0.366 0.17 -0.03 -0.12 -0.8741
C -0.880 -0.204 -0.052 1.48 0.76 -0.91 -0.0531
C -1.015 -1.720 -0.155 0.04 0.22 0.02 -0.6131
C -1.788 0.463 -1.085 -0.10 -0.17 0.27 -0.6160
C -1.174 0.271 1.367 0.02 0.02 -0.26 -0.6132
H 2.988 0.870 0.433 -0.03 -0.14 -0.11 0.2032
H 3.615 -0.805 0.256 0.03 0.02 0.15 0.2184
H 2.724 -0.305 1.708 -0.22 -0.23 -0.15 0.2334
H 0.051 2.183 -0.245 0.03 -0.12 -0.10 0.3793
H 1.421 1.952 -1.161 -0.05 0.04 0.07 0.3859
H -2.048 -2.006 0.045 -0.05 -0.01 0.00 0.2018
H -0.366 -2.219 0.559 0.00 -0.06 0.02 0.2242
H -0.744 -2.055 -1.154 0.00 -0.07 -0.05 0.2263
H -1.859 1.540 -0.939 -0.02 0.07 -0.04 0.1947
H -2.794 0.051 -0.999 -0.09 0.04 -0.10 0.2118
H -1.409 0.266 -2.088 -0.08 0.00 -0.08 0.2197
H -2.210 0.043 1.621 -0.02 -0.05 0.08 0.2120
H -1.038 1.347 1.476 -0.01 0.05 0.04 0.2021
H -0.520 -0.230 2.079 0.02 -0.04 0.10 0.2134
```
Forces are in eV/Å.

Its strongest force on any atom is 3.83 eV/Å. The energy above the lowest of the compared OMol25 structures with the same formula, charge and spin comes out at 3.438 eV. Its spin multiplicity is 1. Its HOMO-LUMO gap is 10.22 eV. The HOMO energy is -9.481 eV. As for the LUMO energy: 0.74 eV. Its structure (SMILES) is CN1O[C@@]1(N)C(C)(C)C.

Below is C6H14N2O in the gas phase in a non-equilibrium geometry, with properties calculated with ωB97M-V/def2-TZVPD.

Geometry as XYZ:
```
23
Properties=species:S:1:pos:R:3:forces:R:3:nbo_charge:R:1
C -0.171 1.022 -1.910 0.53 0.58 -0.16 -0.4454
C 0.786 0.487 -1.154 -0.26 -0.39 -0.19 0.0429
C 1.832 -0.415 -1.738 0.18 0.11 -0.15 -0.6457
C 0.814 0.694 0.319 -1.01 -0.53 1.02 -0.4899
C -0.207 -0.266 1.129 0.90 0.35 -0.58 0.4240
C 0.202 -1.737 1.004 -0.08 0.39 0.11 -0.6334
O -0.139 0.172 2.454 0.34 -0.12 0.37 -0.7229
N -1.570 -0.168 0.662 -0.60 -0.08 -0.73 -0.5096
N -2.215 1.029 1.079 -0.36 -0.18 -0.09 -0.6772
H -0.151 0.939 -2.985 -0.10 -0.31 -0.19 0.1992
H -0.851 1.768 -1.529 -0.23 -0.03 0.23 0.1840
H 1.661 -0.578 -2.804 0.05 -0.03 0.09 0.2148
H 1.861 -1.380 -1.228 0.01 0.05 -0.03 0.2192
H 2.819 0.048 -1.614 -0.09 -0.12 -0.01 0.2198
H 1.805 0.519 0.738 0.03 0.09 0.02 0.2206
H 0.494 1.705 0.573 0.10 0.02 0.04 0.2250
H 0.019 -2.098 -0.006 0.01 -0.09 -0.13 0.2056
H 1.253 -1.856 1.250 0.11 -0.03 -0.01 0.2111
H -0.392 -2.328 1.699 -0.06 -0.01 0.00 0.2223
H -1.006 0.069 2.873 0.11 0.06 -0.29 0.4865
H -1.586 -0.291 -0.368 0.01 0.13 0.86 0.3599
H -3.219 0.858 1.099 0.34 0.01 -0.03 0.3569
H -2.038 1.808 0.457 0.06 0.13 -0.13 0.3322
```
Forces are in eV/Å.

Its strongest force on any atom is 1.53 eV/Å. The energy above the lowest of the compared OMol25 structures with the same formula, charge and spin comes out at 2.360 eV. Its spin multiplicity is 1. Its HOMO-LUMO gap is 10.00 eV. The HOMO energy is -9.065 eV. As for the LUMO energy: 0.93 eV. Its structure (SMILES) is C=C(C)C[C@@](C)(O)NN.